Formula: C20H29BBrCoF2NO10P2S2
Source: the Open Molecules 2025 dataset
Level of theory: ωB97M-V with the def2-TZVPD basis set

Structure (ORCA input):
```
! RIJCOSX wB97M-V def2-TZVPD def2/J DEFGRID3
* xyz -2 4
Co 1.5819 -0.9269 -0.8693
C 1.6842 3.7140 1.9227
C 1.8723 3.0494 0.5854
C 2.0296 3.8018 -0.5827
C 2.2072 3.1281 -1.7877
C 2.1579 1.7545 -1.7826
Br 2.4770 0.8025 -3.3950
N 1.9465 1.0071 -0.6951
C 1.8611 1.6775 0.4800
H 2.3381 4.5823 2.0236
H 1.8945 3.0212 2.7379
H 0.6498 4.0512 2.0298
H 2.0461 4.8847 -0.5468
H 2.3880 3.6600 -2.7113
H 1.7739 1.0461 1.3568
O 5.9622 -2.7348 3.1716
C 5.1389 -2.3856 2.3332
C 3.6169 -2.4439 2.5359
O 3.0556 -2.8954 3.5193
C 3.0197 -1.8827 1.3264
C 4.0685 -1.5540 0.3967
O 3.8173 -1.1172 -0.7521
C 5.4027 -1.8568 0.9859
O 6.5018 -1.7012 0.4313
O 1.7812 -1.7033 1.0310
C -4.4512 2.3562 3.1328
C -3.0886 1.7087 3.3450
C -1.9567 2.6513 2.9737
O -3.0360 0.4246 2.7065
P -2.8888 -0.0774 1.1885
S -3.4333 -1.9398 1.1629
S -1.0339 0.5792 0.5885
O -3.9616 0.9327 0.5033
C -4.3570 1.0976 -0.8733
C -3.4413 2.1051 -1.5535
C -4.4659 -0.1893 -1.6734
H -4.5506 3.2265 3.7872
H -5.2457 1.6440 3.3608
H -4.5591 2.6714 2.0956
H -2.9910 1.4478 4.4003
H -2.0643 2.9973 1.9445
H -0.9922 2.1513 3.0578
H -1.9757 3.5105 3.6497
H -5.3568 1.5332 -0.7902
H -2.4437 1.6882 -1.6945
H -3.3564 3.0122 -0.9499
H -3.8542 2.3703 -2.5315
H -3.4846 -0.6359 -1.8323
H -4.9119 0.0410 -2.6452
H -5.0873 -0.9161 -1.1529
F -0.5173 0.5783 -2.1185
B -0.4037 -0.3895 -1.0774
F -1.3276 -1.4186 -1.3472
C -0.3117 -3.8410 0.1143
O 0.6195 -4.0732 -0.9570
P 1.1699 -2.8855 -1.8762
O 2.3852 -3.6983 -2.5823
C 3.6007 -3.9617 -1.8669
O 0.1448 -3.0071 -3.1232
C 0.0820 -1.9780 -4.1007
H -0.3019 -4.7370 0.7326
H -1.3117 -3.6729 -0.2796
H -0.0128 -2.9871 0.7185
H 4.1232 -4.7412 -2.4197
H 3.3921 -4.3214 -0.8568
H 4.2237 -3.0733 -1.8102
H -0.7498 -2.2231 -4.7604
H 1.0056 -1.9362 -4.6877
H -0.0959 -1.0026 -3.6464
*
```

## Properties
Relative energy (zero: lowest compared OMol25 entry of this formula, charge and spin) = 2.110 eV
Kohn-Sham gap (spin up / spin down) = 4.1 / 5.9 eV
DFT total energy = -197212.3730 eV
Highest occupied orbital energy (spin up / spin down) = 0.18 / -1.67 eV